Entry 1:
68
Properties=species:S:1:pos:R:3:forces:R:3 method="wB97M-V/def2-TZVPD" charge=0 spin_multiplicity=1 homo_lumo_gap_ev=8.5
Pt 0.32782 -0.32484 0.58958 -0.069 -0.655 0.341
C 4.30087 -1.64443 -0.62842 -0.016 0.058 0.004
C 3.24946 -0.72463 -0.62181 0.097 -0.025 0.083
N 2.27482 -1.16638 0.16439 -0.065 0.005 -0.242
N 2.65563 -2.34888 0.66115 0.050 -0.190 -0.023
C 3.87792 -2.65912 0.20696 0.027 0.001 -0.055
B 1.70710 -3.12287 1.59156 -0.168 0.102 -0.128
N 0.40354 -3.50086 0.87746 0.256 -0.255 0.153
C -0.05830 -4.70808 0.50766 -0.001 0.008 -0.050
C -1.30760 -4.53515 -0.04758 -0.053 0.083 -0.044
C -1.52820 -3.15287 0.02127 0.023 -0.253 0.206
N -0.49331 -2.54897 0.59141 -0.416 -0.315 -0.353
N 1.33286 -2.13002 2.73995 -0.075 0.254 -0.140
C 1.46054 -2.31772 4.05673 -0.072 0.000 0.084
C 0.95303 -1.22047 4.72382 -0.004 0.024 0.012
C 0.52225 -0.36745 3.71120 0.087 -0.045 0.110
N 0.76104 -0.91291 2.52317 -0.064 0.293 0.117
H 5.23328 -1.57297 -1.15999 -0.004 -0.006 0.018
H 3.15991 0.22675 -1.11939 -0.017 0.000 0.023
H 4.36698 -3.56780 0.51535 -0.055 -0.022 -0.012
H 2.23499 -4.12057 1.99797 0.081 0.150 0.178
H 0.53333 -5.59759 0.64789 0.003 0.025 0.065
H -1.96005 -5.28702 -0.45551 0.021 -0.007 0.000
H -2.37924 -2.58465 -0.31222 0.038 0.002 -0.043
H 1.89894 -3.22463 4.43731 0.003 -0.018 -0.061
H 0.90479 -1.05799 5.78576 0.000 -0.006 -0.011
H 0.06046 0.60047 3.78129 0.046 -0.073 0.028
O 1.20314 1.76756 -1.47687 -0.112 0.233 0.152
C 0.73150 0.81168 -2.05417 -0.144 -0.553 -0.363
N 0.05234 -0.25488 -1.46832 0.876 1.642 0.087
S 0.06636 -1.57382 -2.48864 -0.271 -0.242 0.169
O -1.25444 -2.09984 -2.67017 -0.130 0.106 -0.034
O 1.11338 -2.48711 -2.13593 0.004 -0.062 -0.054
C 0.50924 -0.64457 -3.91892 -0.075 0.147 -0.009
C 0.47293 -1.03106 -5.24369 0.019 -0.127 0.038
C 0.79885 -0.07215 -6.19418 0.035 -0.008 0.035
C 1.14461 1.22344 -5.81409 -0.003 -0.023 0.004
C 1.16474 1.59137 -4.47523 0.095 0.060 -0.066
C 0.83875 0.63394 -3.53326 -0.120 -0.040 -0.014
H 0.19414 -2.03829 -5.52338 -0.006 0.018 -0.022
H 0.77724 -0.33444 -7.24375 0.014 0.004 0.001
H 1.39462 1.95048 -6.57566 -0.018 0.007 0.004
H 1.41717 2.59739 -4.16650 0.014 -0.017 0.022
C -2.31757 4.20073 -1.13098 -0.018 -0.033 0.044
C -1.29187 3.12591 -0.85985 -0.037 0.101 -0.023
O -1.64044 2.51206 0.39273 -0.097 -0.174 -0.166
P -0.83661 1.45564 1.27719 0.372 -0.241 -0.121
O 0.19178 2.28380 2.17202 -0.024 0.214 0.015
C -0.16756 3.26399 3.16644 -0.026 0.063 -0.041
C -0.65520 4.56209 2.55727 0.000 -0.053 -0.050
O -1.98591 1.21568 2.37036 -0.116 -0.110 0.074
C -3.33209 0.84922 2.01242 -0.011 -0.064 -0.050
C -3.39830 -0.40881 1.17107 0.108 0.066 0.086
H -2.11942 4.65888 -2.10078 -0.005 0.015 0.013
H -2.28218 4.97474 -0.36368 -0.002 0.006 -0.022
H -3.32085 3.77318 -1.14750 0.003 0.021 -0.019
H -0.28585 3.53213 -0.80383 0.069 -0.008 0.044
H -1.30853 2.37329 -1.64383 -0.021 -0.105 -0.011
H 0.74906 3.42435 3.73179 0.020 -0.017 -0.008
H -0.91860 2.83908 3.83322 -0.005 -0.016 0.002
H 0.04633 4.90577 1.79561 0.004 0.028 0.028
H -0.72942 5.32489 3.33371 -0.002 0.000 -0.007
H -1.63308 4.43404 2.09571 0.003 0.028 0.016
H -3.79235 1.69077 1.49295 0.025 0.036 0.010
H -3.84223 0.70805 2.96345 0.002 0.011 0.022
H -2.91286 -0.25625 0.20530 -0.050 -0.041 -0.031
H -4.44104 -0.67894 0.99894 -0.001 0.002 0.002
H -2.89257 -1.23235 1.67602 -0.024 -0.008 -0.022

Entry 2:
55
Properties=species:S:1:pos:R:3:forces:R:3 method="wB97M-V/def2-TZVPD" charge=0 spin_multiplicity=8 homo_lumo_gap_ev="5.1 / 5.1"
C 1.28478 0.49275 -2.92916 1.752 0.938 -3.918
C 1.67778 -1.46579 -3.01139 1.364 0.186 -3.157
H 0.20131 0.69854 -3.09194 0.755 0.225 0.109
H 1.81358 0.70560 -3.85968 -0.171 0.336 0.118
H 1.79565 1.04780 -2.11559 -0.402 0.030 -0.368
H 0.74949 -2.07265 -3.16584 0.707 0.037 -0.038
H 2.23443 -1.41842 -3.93715 0.099 -0.277 -0.203
H 2.35607 -1.78572 -2.18688 -0.401 -0.120 -0.200
C -2.13688 1.28243 -1.89667 -0.623 -0.606 0.150
C -3.39344 1.86497 -1.69125 0.246 -0.401 0.064
C -4.42381 1.06787 -1.18340 0.403 -0.020 -0.223
C -4.15920 -0.26545 -0.88173 0.615 -0.310 -0.025
H -1.29658 1.87467 -2.27560 -0.382 -0.179 0.154
H -3.53311 2.91406 -1.93245 -0.061 -0.168 0.125
H -5.41963 1.47781 -1.01857 0.269 -0.078 -0.035
H -4.92250 -0.91666 -0.46040 0.082 0.404 -0.110
N -1.88624 -0.01572 -1.64438 -1.156 0.017 0.510
C -2.86780 -0.79027 -1.08907 0.023 1.547 -0.633
C -2.48071 -2.13804 -0.60947 0.676 -1.352 0.392
N -1.16962 -2.49581 -0.73954 -0.885 -0.194 0.751
C -0.71307 -3.59599 -0.10483 -0.637 0.251 -0.308
C -2.91792 -4.14682 0.67849 0.221 0.197 -0.281
C -1.55501 -4.44638 0.62014 0.048 0.234 -0.149
H 0.36494 -3.77550 -0.18909 -0.463 0.017 0.070
H -1.13013 -5.31901 1.11603 -0.197 0.257 -0.113
C -3.38840 -2.99009 0.05477 0.566 0.397 -0.275
H -4.43771 -2.71254 0.08348 0.212 -0.246 0.173
H -3.61401 -4.79676 1.20808 0.211 0.148 -0.121
Eu 0.57826 -0.72409 -1.32973 -2.839 -1.156 8.086
C 2.30018 -1.93752 0.14451 -0.574 0.025 -0.569
H 2.30013 -2.95976 -0.26530 0.468 -0.104 0.383
H 1.77612 -1.89696 1.11222 0.285 -0.151 -0.225
H 3.30746 -1.51007 0.20135 -0.041 -0.370 0.132
C 4.03851 2.71474 1.93526 -0.369 0.199 0.161
N 3.26313 1.58908 1.51471 0.733 -0.242 -0.712
C 3.02366 0.56981 2.49089 -0.250 -0.143 0.268
C 2.34779 1.74318 0.40331 0.200 0.067 0.030
C 0.90388 1.80876 0.83862 -0.740 1.919 0.325
C 0.37673 3.03696 1.30783 0.602 -0.551 0.007
C -0.88250 3.05124 1.89973 -0.225 0.145 -0.048
C -1.62442 1.86937 2.00704 0.071 -0.643 0.161
C -1.10010 0.65995 1.49729 -1.252 1.824 0.797
C 0.10690 0.69068 0.86461 1.328 -2.517 -1.615
H 4.88415 2.35142 2.53695 -0.092 0.250 -0.203
H 3.45491 3.42089 2.55767 0.214 0.092 0.007
H 4.40619 3.25568 1.05248 0.062 -0.051 0.276
H 2.16940 0.80190 3.15481 0.115 -0.105 -0.026
H 2.82331 -0.39468 2.00229 0.090 0.370 0.270
H 3.92710 0.49441 3.11398 -0.249 -0.183 -0.120
H 2.63708 2.67450 -0.11175 -0.055 -0.304 -0.029
H 2.51700 0.88041 -0.28224 -0.139 0.314 0.266
H 0.98658 3.94218 1.21755 -0.305 -0.091 0.167
H -1.28423 3.98773 2.29251 0.034 -0.246 -0.147
H -2.60285 1.87265 2.48828 0.141 0.146 0.032
H -1.66664 -0.27137 1.60820 -0.082 0.234 -0.134

Entry 3:
81
Properties=species:S:1:pos:R:3:forces:R:3 method="wB97M-V/def2-TZVPD" e_above_lowest_kcal_mol=0.0 charge=+3 spin_multiplicity=1 homo_lumo_gap_ev=2.8
Pb 3.43983 -0.79321 -3.64250 0.051 0.768 3.176
Pb 0.86415 1.07990 -5.26775 -0.759 -0.157 1.074
K 3.65366 -2.94595 -0.07864 -0.240 0.065 0.868
O 3.46678 -0.18948 -1.33248 -0.968 -1.899 -3.616
C 2.20053 0.42642 -1.05421 0.648 1.762 0.757
C 0.94207 0.23203 -1.91171 -1.279 0.975 0.418
O 1.16120 -0.01222 -3.33218 1.763 -0.065 -2.093
H 2.38421 1.51209 -1.05793 0.250 -0.095 -0.282
H 2.00717 0.28185 0.01762 -0.525 -0.569 -0.233
H 0.42165 1.19428 -1.93906 0.119 0.074 0.650
H 0.16007 -0.43958 -1.54800 0.539 -0.635 -0.165
C 0.09106 -2.87995 3.52677 0.054 -0.235 -0.299
C 0.28433 -1.49634 2.94030 -1.299 -0.552 -0.082
O 1.10269 -0.72826 3.83431 0.233 0.674 -0.438
C 2.38504 -0.62244 3.59203 -0.202 0.320 0.484
O 3.01776 -1.28071 2.81839 0.550 -0.379 -1.106
C 3.02022 0.48679 4.48388 -0.490 -0.715 0.512
F 2.53646 1.68425 4.17564 -0.007 0.118 -0.229
F 2.69729 0.19977 5.74402 0.185 0.195 0.069
F 4.33676 0.49486 4.35467 0.106 0.036 -0.126
H -0.13854 -2.82952 4.58858 0.203 -0.008 0.040
H 0.99858 -3.45063 3.32308 0.042 -0.083 0.449
H -0.71832 -3.44658 3.06252 -0.115 0.308 -0.169
H -0.63697 -0.91976 2.86339 -0.085 -0.091 0.347
H 0.62287 -1.58503 1.90427 0.761 0.294 0.249
C -3.60183 0.25709 -1.44328 -0.571 -0.764 0.151
C -4.45783 0.13534 -2.67659 0.687 0.888 -1.519
O -5.78008 -0.29637 -2.42685 -0.110 0.210 1.037
C -6.57323 -0.33834 -3.48688 -0.494 0.754 -0.424
O -6.22509 -0.17954 -4.61263 0.550 -0.058 -0.656
C -8.08216 -0.45214 -3.18344 0.163 -0.824 -0.159
F -8.27660 -0.60852 -1.87948 -0.406 0.163 0.006
F -8.72798 0.60398 -3.65529 0.172 0.413 0.452
F -8.56535 -1.50457 -3.84688 0.077 -0.282 0.269
H -2.63380 0.62802 -1.77886 0.169 -0.200 0.250
H -3.53977 -0.70513 -0.94557 0.416 -0.174 0.074
H -3.99680 0.94094 -0.69287 -0.119 0.187 -0.251
H -4.05770 -0.46431 -3.50422 0.310 -0.579 0.595
H -4.41316 1.11381 -3.18103 -0.841 0.153 0.241
C -3.40501 3.91228 -1.80212 -0.596 -0.616 -0.004
C -2.01514 3.30575 -1.86585 -0.373 1.176 -1.171
O -1.61904 2.86557 -0.58383 -0.070 -1.145 0.440
C -0.56646 3.40394 0.02377 -0.426 0.487 -0.470
O 0.14454 4.22179 -0.45887 0.828 0.252 -0.135
C -0.41701 2.91234 1.47277 0.553 0.151 0.112
F 0.85075 3.03325 1.86152 0.239 -0.095 -0.208
F -1.14812 3.65667 2.27919 -0.455 -0.315 0.018
F -0.73348 1.61071 1.56323 -0.308 -0.020 0.157
H -3.50097 4.58358 -0.94961 0.362 0.537 -0.385
H -4.24037 3.22955 -1.62409 0.391 -0.498 -0.137
H -3.60433 4.36201 -2.77439 -0.080 0.480 0.247
H -1.36875 4.06621 -2.31428 0.338 0.198 0.850
H -1.93092 2.51864 -2.63086 -0.301 -0.616 0.555
C 6.12175 1.66499 1.57980 0.872 0.535 1.264
C 4.65342 1.69031 1.23766 0.200 -0.305 -0.751
O 4.17574 3.01808 1.48460 -0.033 0.419 0.528
C 3.88981 3.79748 0.46872 -0.355 0.364 0.344
O 3.79709 3.47140 -0.67837 0.077 -0.417 -0.833
C 3.56955 5.26011 0.91207 -0.358 -0.749 -0.137
F 2.82677 5.80367 -0.04479 0.066 0.302 0.007
F 2.86621 5.24005 2.04052 0.082 0.164 0.124
F 4.67651 5.96382 1.07882 0.142 0.070 0.048
H 6.57987 2.63141 1.35628 -0.112 -0.078 -0.560
H 6.76224 0.88913 1.16340 -0.451 -0.158 -0.354
H 6.29912 1.62809 2.65885 -0.368 -0.261 0.031
H 4.02194 1.03158 1.83054 0.204 -0.033 0.154
H 4.49888 1.45104 0.18268 -0.003 0.085 0.077
C 0.97714 -7.04840 0.11143 -1.056 -0.174 -0.059
C -0.21601 -6.44119 0.84669 0.836 -0.366 0.861
O -0.93621 -5.42566 0.10378 -0.387 -0.463 -0.688
C -0.36535 -4.28433 -0.07454 -0.677 -0.319 -0.606
O 0.68013 -3.91159 0.37082 1.686 0.630 0.198
C -1.22060 -3.31357 -0.93421 -0.549 -1.217 2.181
F -0.52826 -2.88724 -1.99322 -0.202 0.310 -0.351
F -2.37382 -3.86232 -1.25133 0.155 0.288 -0.933
F -1.48941 -2.29306 -0.10108 0.224 0.726 -0.564
H 1.53615 -6.23126 -0.33736 0.479 -0.381 -0.077
H 0.64226 -7.79439 -0.61016 -0.027 0.438 -0.437
H 1.53575 -7.66965 0.81088 0.330 0.510 0.201
H 0.13211 -5.94049 1.75082 -0.128 -0.189 0.118
H -0.92767 -7.22316 1.08900 -0.287 0.298 0.025

Entry 4:
58
Properties=species:S:1:pos:R:3:forces:R:3 method="wB97M-V/def2-TZVPD" charge=+1 spin_multiplicity=2 homo_lumo_gap_ev="6.3 / 5.9"
Mn 0.03800 0.92444 0.50370 0.648 -1.284 0.472
C -3.56389 -0.91704 -0.78460 0.012 -0.003 -0.088
C -2.18802 -0.36421 -0.58201 -0.191 -0.565 -0.777
N -1.84946 0.35451 0.42038 0.260 0.746 0.455
C -2.69770 0.72922 1.52801 -0.073 -0.042 0.150
C -1.83458 0.73887 2.79655 -0.008 0.022 0.059
N -0.44638 1.23506 2.57709 0.198 0.030 0.034
C -0.20854 2.63882 2.94703 -0.073 0.047 0.039
C -0.54624 3.53811 1.77420 -0.009 0.045 0.068
N 0.15881 3.05964 0.57413 -0.128 -0.038 -0.232
C 1.58202 3.50341 0.47155 0.003 0.054 -0.001
C 2.57467 2.33004 0.52524 0.057 0.061 0.062
N 1.89776 1.23139 -0.12316 -0.163 0.308 0.196
C 2.26529 0.67029 -1.21896 0.039 -0.232 -0.396
C 3.59537 0.87499 -1.87403 -0.011 -0.026 -0.035
C 1.19356 -0.14342 -1.82003 0.482 -0.068 -0.218
C 1.25307 -0.97614 -2.92943 0.288 0.301 0.165
C 0.10244 -1.62475 -3.34160 -0.068 -0.071 -0.200
C -1.07194 -1.44469 -2.63757 -0.292 0.104 0.154
C -1.07732 -0.61645 -1.52208 -0.535 -0.194 -0.162
N 0.04271 0.02218 -1.15223 0.006 0.601 -0.045
H -4.31687 -0.15395 -0.59049 -0.007 0.025 -0.008
H -3.75337 -1.74957 -0.10677 0.011 -0.053 0.044
H -3.70378 -1.27652 -1.79977 0.004 -0.016 -0.019
H -3.54538 0.05634 1.68221 0.018 0.000 -0.003
H -3.10711 1.72494 1.33694 0.003 0.012 -0.052
H -1.75004 -0.28095 3.17101 -0.016 -0.019 -0.026
H -2.32660 1.32855 3.57424 -0.004 -0.037 0.021
H 0.16752 0.64652 3.13723 -0.101 0.132 -0.075
H 0.84907 2.74010 3.20178 -0.010 0.007 -0.026
H -0.78791 2.93485 3.82750 0.035 0.001 -0.006
H -0.29807 4.57801 2.01053 -0.006 -0.022 -0.016
H -1.61641 3.49662 1.56620 -0.002 -0.010 0.008
H -0.33143 3.40965 -0.24040 0.035 0.059 0.068
H 1.80423 4.22496 1.25995 0.002 0.017 -0.012
H 1.70115 4.02061 -0.48095 0.013 -0.024 -0.003
H 2.79002 2.04603 1.55828 -0.025 -0.007 -0.011
H 3.51805 2.62322 0.05919 -0.010 -0.007 0.001
H 4.40617 0.60258 -1.19915 0.019 -0.004 0.025
H 3.73154 1.92091 -2.15297 -0.005 0.018 -0.012
H 3.68922 0.28061 -2.77770 0.001 -0.017 -0.005
H 2.17926 -1.11922 -3.46706 0.034 -0.003 0.022
H 0.12555 -2.27631 -4.20211 -0.013 -0.032 -0.028
H -1.96949 -1.96364 -2.93976 -0.030 -0.016 0.000
F -0.40221 -5.49773 -2.23650 0.042 0.181 0.131
C -0.13520 -4.48564 -1.37366 -0.032 -0.184 -0.185
C -1.15556 -3.97465 -0.60497 -0.018 0.089 0.211
C -0.87430 -2.93272 0.27238 0.195 -0.184 -0.147
C 0.42704 -2.40014 0.40000 0.274 -0.218 0.093
C 0.70127 -1.30826 1.27774 -1.260 1.354 -0.796
C 1.43867 -2.98618 -0.39527 -0.146 -0.032 -0.132
C 1.16287 -4.01593 -1.27531 0.076 0.070 0.122
H -2.15005 -4.39296 -0.69329 -0.003 0.002 0.021
H -1.66072 -2.54069 0.90016 -0.094 -0.013 0.127
H 1.70184 -0.92802 1.43101 0.039 -0.309 0.337
H -0.11747 -1.03430 1.93152 0.504 -0.509 0.572
H 2.45306 -2.61493 -0.30968 0.026 -0.049 0.043
H 1.93582 -4.46642 -1.88428 0.012 0.001 0.015

Question: The highest charge belongs to which entry?
Answer: C22H29F15KO12Pb2